Entry 1:
Entry from the OMol25 dataset: one molecule with the formula C6H14O (wB97M-V/def2-TZVPD).

Results
**SMILES**: CCCCCCO
**2S+1**: 1
**Gap between HOMO and LUMO**: 11.31 eV
**Total energy**: -8496.4725 eV
**Energy relative to the best compared isomer or geometry (same formula, charge and spin)**: 9.68 kcal per mole
**HOMO**: -10.3 eV

XYZ file:
```
21
Properties=species:S:1:pos:R:3:mulliken_charge:R:1
O -2.6100 2.3764 -2.0204 -0.5021
C 0.1643 -0.8575 0.4603 -0.6482
C 0.1296 0.4368 -0.3518 -0.6390
C -1.2965 2.1473 -1.5467 -0.5185
C 1.4904 -1.0508 1.1970 -0.3681
C -1.2461 0.7608 -0.9297 -0.5706
C 1.4995 -2.2493 2.1535 -1.1598
H 1.8825 -3.1540 1.6731 0.2846
H -0.5592 2.2198 -2.3637 0.3118
H 0.8734 0.3872 -1.1602 0.3227
H -2.6457 3.2695 -2.3817 0.3042
H -2.0060 0.7123 -0.1389 0.3186
H -1.5337 0.0230 -1.6893 0.2887
H 0.4919 -2.4757 2.5201 0.3343
H 2.3040 -1.1509 0.4665 0.3008
H -0.0390 -1.7191 -0.1916 0.2602
H 0.4453 1.2640 0.3019 0.3595
H -0.6483 -0.8331 1.2007 0.3769
H 1.7026 -0.1320 1.7587 0.2980
H 2.1246 -2.0536 3.0295 0.3308
H -1.0133 2.8930 -0.7848 0.3151
```


Entry 2:
Entry from the OMol25 dataset: a 2-piece molecular cluster, C6H14O overall (wB97M-V/def2-TZVPD).

Results
**2S+1**: 1
**Gap between HOMO and LUMO**: 8.68 eV
**Total energy**: -8492.9750 eV
**Energy relative to the best compared isomer or geometry (same formula, charge and spin)**: 90.33 kcal per mole
**HOMO**: -8.2 eV

XYZ file:
```
21
Properties=species:S:1:pos:R:3:mulliken_charge:R:1
O -0.2861 1.9206 1.4527 -0.5402
C -0.7909 0.8100 0.7228 0.4627
C -2.0687 0.2778 1.3592 -1.3691
C -0.4431 -0.7285 -2.7847 -0.8950
C 2.7570 -0.4158 0.3999 -1.1375
C 0.3418 -0.2065 0.7262 -0.8096
C 1.5061 0.1801 -0.1031 -0.1144
H -0.9803 1.0963 -0.3230 0.1865
H -2.4645 -0.5797 0.8030 0.3347
H 0.0139 -1.1188 0.1888 0.4015
H 0.5683 -0.5247 1.7606 0.4279
H 2.6801 -1.3101 1.0414 0.3201
H 0.3292 -0.1611 -2.2549 0.2271
H -1.8768 -0.0305 2.3928 0.3323
H 3.5362 -0.5348 -0.3589 0.3432
H 3.0922 0.4125 1.0554 0.3213
H -0.2301 -1.7995 -2.7166 0.2447
H -1.4193 -0.5249 -2.3328 0.1962
H -2.8459 1.0515 1.3743 0.3884
H -0.9544 2.6169 1.4327 0.3396
H -0.4649 -0.4309 -3.8359 0.3396
```